(1)
Molecular formula: CH2N2O2
Method: DFT, wB97M-V/def2-TZVPD

The geometry in XYZ format:
```
7
Properties=species:S:1:pos:R:3:forces:R:3
C -0.266 -0.306 -1.240 0.40 -0.15 -0.83
N -0.564 0.239 1.050 -1.21 0.05 0.10
N 0.329 0.418 1.681 -1.07 -0.29 -0.75
O 1.274 0.582 2.314 2.27 0.48 1.59
O -1.377 -0.201 -1.661 -0.26 -0.01 -0.22
H 0.475 0.515 -1.319 -0.08 0.04 0.06
H 0.128 -1.248 -0.825 -0.05 -0.11 0.04
```
Forces are in eV/Å.

Properties
SMILES string   N#[N+][O-].C=O
M   74.04 g mol⁻¹
Energy above the lowest of the compared OMol25 structures with the same formula, charge and spin   372.9 kJ/mol

Results of the Löwdin charge analysis, in e, for atoms 1 through 2: -0.251 0.248

---

(2)
Molecular formula: CH2N2O2S
Method: DFT, wB97M-V/def2-TZVPD

The geometry in XYZ format:
```
8
Properties=species:S:1:pos:R:3:forces:R:3
C -1.186 1.302 -0.093 0.26 0.60 0.27
N -1.456 -1.411 1.654 0.92 0.74 0.06
N -0.620 -0.701 1.692 -0.96 -1.02 0.17
O -1.007 0.697 -1.054 -0.23 -0.49 -0.76
O -1.326 1.934 0.865 -0.23 0.20 0.27
S 1.881 -0.544 -0.344 -0.02 -0.52 -3.10
H 1.159 -1.387 -1.293 1.13 1.37 1.59
H 2.553 0.109 -1.427 -0.87 -0.87 1.50
```
Forces are in eV/Å.

Properties
SMILES string   O=C=O.N#N.S
M   106.11 g mol⁻¹
Energy above the lowest of the compared OMol25 structures with the same formula, charge and spin   30.3 kJ/mol

Results of the Löwdin charge analysis, in e, for atoms 1 through 2: -0.512 0.078

---

(3)
Molecular formula: CH2N2O2S
Method: DFT, wB97M-V/def2-TZVPD

The geometry in XYZ format:
```
8
Properties=species:S:1:pos:R:3:forces:R:3
C -0.491 0.303 0.385 -1.45 1.97 2.62
N 1.451 0.499 -0.953 1.40 1.44 0.58
N 0.584 0.408 -0.088 2.13 -0.85 -3.46
O -3.399 0.693 0.258 0.88 -0.52 -1.19
O -1.841 -1.154 0.192 -0.94 -3.12 -0.38
S -2.421 -0.050 -0.533 -1.53 1.55 0.85
H -0.904 0.244 1.370 0.52 0.15 0.25
H 1.636 -0.213 -1.665 -1.02 -0.62 0.73
```
Forces are in eV/Å.

Properties
SMILES string   [H]/N=N\C=S(=O)=O
M   106.11 g mol⁻¹
Energy above the lowest of the compared OMol25 structures with the same formula, charge and spin   633.1 kJ/mol

Results of the Löwdin charge analysis, in e, for atoms 1 through 2: -0.139 0.096

---

(4)
Molecular formula: CH2N2O2S2
Method: DFT, wB97M-V/def2-TZVPD

The geometry in XYZ format:
```
9
Properties=species:S:1:pos:R:3:forces:R:3
C 2.070 -0.389 -0.078 0.80 1.33 -0.43
N -1.296 0.498 -0.896 -0.83 1.39 -0.65
N -0.975 0.393 0.320 -0.22 1.60 -2.23
O -0.887 -0.871 0.765 0.05 -1.45 2.09
O -0.689 1.267 1.126 -0.35 -0.99 0.03
S 2.518 1.083 -0.347 -0.37 -0.69 0.20
S 1.734 -1.869 0.146 0.20 -0.84 0.07
H -1.482 1.536 -1.192 0.90 -2.29 1.36
H -0.994 -1.648 0.156 -0.18 1.95 -0.44
```
Forces are in eV/Å.

Properties
M   138.17 g mol⁻¹
Energy above the lowest of the compared OMol25 structures with the same formula, charge and spin   339.9 kJ/mol

Results of the Löwdin charge analysis, in e, for atoms 1 through 2: -1.397 0.131

---

(5)
Molecular formula: CH2N2O3
Method: DFT, wB97M-V/def2-TZVPD

The geometry in XYZ format:
```
8
Properties=species:S:1:pos:R:3:forces:R:3
C 1.066 -0.392 0.319 -1.57 -3.38 0.19
N 0.796 0.633 1.175 -1.52 0.60 0.68
N -0.380 -0.568 0.092 0.07 0.21 -1.67
O 1.894 -1.220 0.081 0.36 1.61 -0.08
O -0.647 0.590 0.900 1.51 -0.16 0.81
O -0.874 -1.721 0.639 -1.95 0.09 -0.28
H 1.088 1.572 1.173 1.03 1.18 -0.22
H -1.828 -1.752 0.291 2.07 -0.14 0.57
```
Forces are in eV/Å.

Properties
SMILES string   O=c1[nH]on1O
M   90.04 g mol⁻¹
Energy above the lowest of the compared OMol25 structures with the same formula, charge and spin   333.1 kJ/mol

Results of the Löwdin charge analysis, in e, for atoms 1 through 2: -0.461 0.160

---

(6)
Molecular formula: CH2N2O3
Method: DFT, wB97M-V/def2-TZVPD

The geometry in XYZ format:
```
8
Properties=species:S:1:pos:R:3:forces:R:3
C 1.770 -0.102 -0.306 -0.03 -0.28 0.97
N 1.182 -0.314 0.669 0.82 -0.51 -1.45
N -1.477 0.325 -0.204 -1.23 0.20 -1.56
O 0.473 -0.613 1.590 -0.35 0.38 0.58
O -2.370 -0.221 -0.834 0.46 0.10 0.46
O -0.891 1.329 -0.556 0.06 -0.26 0.54
H 2.531 -0.268 -1.037 -0.12 0.32 -0.06
H -1.218 -0.136 0.678 0.39 0.05 0.52
```
Forces are in eV/Å.

Properties
SMILES string   O=[NH+][O-].C#[N+][O-]
M   90.04 g mol⁻¹
Energy above the lowest of the compared OMol25 structures with the same formula, charge and spin   400.4 kJ/mol

Results of the Löwdin charge analysis, in e, for atoms 1 through 2: 0.170 -0.209

---

(7)
Molecular formula: CH2N2O3S
Method: DFT, wB97M-V/def2-TZVPD

The geometry in XYZ format:
```
9
Properties=species:S:1:pos:R:3:forces:R:3
C -0.718 -0.651 0.682 -0.85 0.59 0.24
N -0.522 -0.831 -0.671 3.55 -0.07 1.26
N 0.580 0.099 -1.025 -1.16 -0.46 0.12
O -1.598 -0.975 1.418 1.31 0.16 -0.63
O 1.873 0.851 1.108 -1.31 -0.01 -0.40
O -0.321 1.906 0.466 -0.46 1.23 0.36
S 0.543 0.795 0.545 1.71 -1.29 0.15
H -1.317 -0.858 -1.215 -1.76 0.11 -1.80
H 1.480 -0.336 -1.308 -1.04 -0.26 0.69
```
Forces are in eV/Å.

Properties
M   122.11 g mol⁻¹
Energy above the lowest of the compared OMol25 structures with the same formula, charge and spin   175.1 kJ/mol

Results of the Löwdin charge analysis, in e, for atoms 1 through 2: -0.445 0.025

---

(8)
Molecular formula: CH2N2O3S
Method: DFT, wB97M-V/def2-TZVPD

The geometry in XYZ format:
```
9
Properties=species:S:1:pos:R:3:forces:R:3
C 1.182 -2.246 -0.852 -0.07 -0.80 0.05
N 0.457 0.143 -0.638 1.13 0.51 -1.88
N 0.063 0.255 0.508 1.51 -0.03 1.35
O 1.112 0.343 1.473 1.90 -1.66 -0.95
O 0.155 -2.697 -0.969 0.36 -0.03 0.04
O -1.031 0.333 0.965 -1.72 0.35 0.78
S -0.628 0.179 -1.921 0.40 -0.11 -0.59
H 1.963 -0.166 1.100 -2.81 1.58 0.61
H -1.713 0.610 -1.320 -0.71 0.19 0.60
```
Forces are in eV/Å.

Properties
M   122.11 g mol⁻¹
Energy above the lowest of the compared OMol25 structures with the same formula, charge and spin   397.8 kJ/mol

Results of the Löwdin charge analysis, in e, for atoms 1 through 2: -0.029 -0.396

---

(9)
Molecular formula: CH2N2O3S
Method: DFT, wB97M-V/def2-TZVPD

The geometry in XYZ format:
```
9
Properties=species:S:1:pos:R:3:forces:R:3
C 0.696 -1.667 -0.752 0.66 -0.46 1.30
N 0.297 -1.424 -1.867 -0.37 -0.21 -1.39
N 0.342 -0.426 0.034 -0.26 0.18 -0.48
O -0.287 2.165 2.064 0.69 0.27 -0.18
O -0.772 2.033 -0.394 0.77 0.24 -0.34
O -0.554 -0.475 0.908 0.39 -0.23 -0.24
S -1.182 1.965 0.975 -1.60 -0.18 0.63
H 1.218 -2.541 -0.300 -0.53 0.87 -0.11
H 0.242 0.370 -0.669 0.25 -0.48 0.80
```
Forces are in eV/Å.

Properties
M   122.11 g mol⁻¹
Energy above the lowest of the compared OMol25 structures with the same formula, charge and spin   390.5 kJ/mol

Results of the Löwdin charge analysis, in e, for atoms 1 through 2: -0.252 0.201

---

(10)
Molecular formula: CH2N2O3S
Method: DFT, wB97M-V/def2-TZVPD

The geometry in XYZ format:
```
9
Properties=species:S:1:pos:R:3:forces:R:3
C -2.784 1.740 -2.336 -1.65 -0.04 0.84
N -1.686 1.600 -2.783 3.97 -1.29 0.72
N 0.528 0.071 0.066 -1.19 1.53 -2.36
O -3.892 1.890 -2.016 -0.63 0.16 0.30
O 0.864 0.570 -2.429 -0.34 -0.32 -0.21
O 0.164 2.437 -0.897 -0.37 -0.19 0.12
S 0.036 1.119 -1.418 0.80 0.09 0.86
H 0.009 0.313 0.902 -0.33 0.12 -0.03
H 0.488 -0.923 -0.129 -0.25 -0.07 -0.24
```
Forces are in eV/Å.

Properties
M   122.11 g mol⁻¹
Energy above the lowest of the compared OMol25 structures with the same formula, charge and spin   249.8 kJ/mol

Results of the Löwdin charge analysis, in e, for atoms 1 through 2: -0.488 0.084

---

(11)
Molecular formula: CH2N2O3S
Method: DFT, wB97M-V/def2-TZVPD

The geometry in XYZ format:
```
9
Properties=species:S:1:pos:R:3:forces:R:3
C 0.964 -0.014 -0.414 4.65 4.51 -1.07
N -3.283 1.752 -0.422 0.41 -0.37 -0.09
N -2.433 1.095 -0.623 -0.45 0.48 0.08
O -0.174 -1.210 1.384 -0.31 0.64 2.64
O 1.325 -1.323 -0.648 1.34 -1.50 -1.20
O 1.515 0.501 0.651 -0.16 -0.01 2.95
S -0.199 -1.280 -0.065 -5.89 -5.68 -1.65
H 1.112 0.605 -1.295 -0.77 0.30 -0.03
H 1.172 -0.127 1.431 1.19 1.61 -1.63
```
Forces are in eV/Å.

Properties
Spin multiplicity   3
M   122.11 g mol⁻¹
Energy above the lowest of the compared OMol25 structures with the same formula, charge and spin   70.6 kJ/mol

Results of the Löwdin charge analysis, in e, for atoms 1 through 2: -0.616 0.034

---

(12)
Molecular formula: CH2N2O3S2
Method: DFT, wB97M-V/def2-TZVPD

The geometry in XYZ format:
```
10
Properties=species:S:1:pos:R:3:forces:R:3
C -0.125 -0.444 -0.055 1.27 -2.69 -1.42
N -1.457 -0.740 -0.436 -0.95 -0.60 0.34
N -0.206 0.851 0.233 0.37 2.72 1.25
O 0.803 -1.196 -0.070 0.60 -0.30 0.19
O -2.567 0.936 1.150 -1.03 -0.14 1.58
O -2.181 1.801 -1.095 0.55 -1.74 0.82
S 1.726 2.591 -0.645 -0.66 -1.49 -1.00
S -1.825 0.872 -0.037 -0.58 2.04 -2.24
H -1.896 -1.579 0.004 0.12 1.11 -0.49
H 1.562 1.595 -1.630 0.30 1.08 0.97
```
Forces are in eV/Å.

Properties
Spin multiplicity   3
M   154.17 g mol⁻¹
Energy above the lowest of the compared OMol25 structures with the same formula, charge and spin   0.0 kJ/mol

Results of the Löwdin charge analysis, in e, for atoms 1 through 2: -0.744 0.034

---

(13)
Molecular formula: CH2N2O4
Method: DFT, wB97M-V/def2-TZVPD

The geometry in XYZ format:
```
9
Properties=species:S:1:pos:R:3:forces:R:3
C -0.128 0.529 0.558 -0.25 -5.32 -3.17
N 0.234 -1.212 -0.498 0.60 3.51 1.44
N -0.638 1.418 -0.492 -0.39 1.88 0.71
O -1.571 1.194 -1.203 -0.29 -1.13 -0.21
O -0.017 0.712 1.681 0.30 0.55 1.55
O -0.007 2.438 -0.432 0.86 1.25 -0.64
O 0.991 -1.981 0.370 -0.41 -0.11 0.44
H -0.735 -1.531 -0.430 0.16 -0.47 0.41
H 1.872 -1.567 0.445 -0.58 -0.15 -0.52
```
Forces are in eV/Å.

Properties
M   106.04 g mol⁻¹
Energy above the lowest of the compared OMol25 structures with the same formula, charge and spin   433.4 kJ/mol

Results of the Löwdin charge analysis, in e, for atoms 1 through 2: -0.182 0.023

---

(14)
Molecular formula: CH2N2O4
Method: DFT, wB97M-V/def2-TZVPD

The geometry in XYZ format:
```
9
Properties=species:S:1:pos:R:3:forces:R:3
C -1.959 0.684 0.144 3.56 -0.17 0.41
N -0.003 -0.415 -0.120 -0.82 0.63 -2.17
N -3.141 -0.225 0.030 -1.76 1.38 -1.64
O -3.341 -1.056 0.850 0.60 -0.95 1.47
O -1.693 1.707 0.651 -1.66 -0.79 -0.52
O -3.791 -0.072 -0.993 0.70 0.28 0.22
O 0.933 0.558 -0.018 0.46 0.68 0.90
H -0.206 -0.698 0.826 0.40 0.15 0.81
H 1.396 0.854 -0.850 -1.49 -1.21 0.52
```
Forces are in eV/Å.

Properties
M   106.04 g mol⁻¹
Energy above the lowest of the compared OMol25 structures with the same formula, charge and spin   502.4 kJ/mol

Results of the Löwdin charge analysis, in e, for atoms 1 through 2: -0.104 0.024

---

(15)
Molecular formula: CH2N2O4P
Method: DFT, wB97M-V/def2-TZVPD

The geometry in XYZ format:
```
10
Properties=species:S:1:pos:R:3:forces:R:3
C 0.357 0.352 -2.253 1.93 1.66 0.32
N 0.278 0.012 0.152 -0.84 -2.47 1.90
N -0.695 0.793 0.421 1.31 0.67 1.53
O -0.398 -0.455 -2.396 -4.33 -4.20 -0.89
O -0.975 1.716 -0.320 -1.11 1.28 -0.95
O 1.183 1.129 -2.315 2.42 2.50 -0.06
O -1.234 0.648 1.591 -0.85 0.39 -0.56
P -0.182 -1.278 1.411 1.52 0.81 -0.41
H 0.652 -0.999 2.561 -0.92 0.71 0.14
H 1.014 -1.918 1.149 0.87 -1.37 -1.01
```
Forces are in eV/Å.

Properties
M   137.01 g mol⁻¹
Energy above the lowest of the compared OMol25 structures with the same formula, charge and spin   146.3 kJ/mol
Total charge   -1

Results of the Löwdin charge analysis, in e, for atoms 1 through 2: -0.599 -0.176

---

(16)
Molecular formula: CH2N2OS
Method: DFT, wB97M-V/def2-TZVPD

The geometry in XYZ format:
```
7
Properties=species:S:1:pos:R:3:forces:R:3
C -0.150 1.585 0.463 0.48 1.46 -0.66
N -1.783 -3.145 1.064 -0.84 -0.55 -2.56
N -1.501 -2.872 2.090 -0.08 -0.36 -0.86
O -1.175 -2.620 3.157 0.92 0.93 3.42
S -1.587 0.864 0.312 1.19 0.33 0.25
H 0.174 2.393 1.135 -1.07 -0.51 0.90
H 0.701 1.642 -0.237 -0.60 -1.29 -0.48
```
Forces are in eV/Å.

Properties
SMILES string   N#[N+][O-].C=S
M   90.11 g mol⁻¹
Energy above the lowest of the compared OMol25 structures with the same formula, charge and spin   128.6 kJ/mol

Results of the Löwdin charge analysis, in e, for atoms 1 through 2: -0.607 0.231

---

(17)
Molecular formula: CH2N2OS2
Method: DFT, wB97M-V/def2-TZVPD

The geometry in XYZ format:
```
8
Properties=species:S:1:pos:R:3:forces:R:3
C 0.615 0.493 0.314 0.09 0.05 0.56
N -1.465 -1.686 -1.024 -1.04 -0.77 0.51
N -0.462 -0.220 0.349 0.06 1.27 -2.20
O -2.325 -2.147 -0.417 1.02 0.56 -0.71
S 1.328 0.937 1.799 0.06 0.16 -0.35
S 1.066 1.011 -1.288 1.63 2.09 0.02
H -0.680 -0.551 1.228 -0.39 -1.22 2.45
H 1.924 2.163 -0.962 -1.43 -2.13 -0.29
```
Forces are in eV/Å.

Properties
M   122.17 g mol⁻¹
Energy above the lowest of the compared OMol25 structures with the same formula, charge and spin   317.2 kJ/mol

Results of the Löwdin charge analysis, in e, for atoms 1 through 2: -1.343 0.070

---

(18)
Molecular formula: CH2N2OS2
Method: DFT, wB97M-V/def2-TZVPD

The geometry in XYZ format:
```
8
Properties=species:S:1:pos:R:3:forces:R:3
C -0.754 0.819 0.989 -1.62 -0.94 0.97
N -1.802 1.038 -1.383 -4.79 -5.77 2.39
N 0.035 0.031 0.694 4.96 -2.18 -1.74
O -3.138 3.022 -1.620 -1.01 1.61 0.16
S -2.175 1.222 1.506 -1.05 1.68 1.99
S -3.134 1.701 -1.060 0.95 -1.16 -1.17
H -1.338 1.740 -1.705 4.62 5.36 -3.32
H 0.929 -0.426 0.364 -2.06 1.39 0.73
```
Forces are in eV/Å.

Properties
M   122.17 g mol⁻¹
Energy above the lowest of the compared OMol25 structures with the same formula, charge and spin   181.7 kJ/mol

Results of the Löwdin charge analysis, in e, for atoms 1 through 2: -0.855 -0.309

---

(19)
Molecular formula: CH2N2OS2
Method: DFT, wB97M-V/def2-TZVPD

The geometry in XYZ format:
```
8
Properties=species:S:1:pos:R:3:forces:R:3
C 0.204 -1.354 0.129 -5.80 4.59 0.03
N -1.358 -0.962 -0.339 5.40 -3.27 0.93
N -0.379 1.071 0.609 0.69 -1.44 0.99
O 1.609 0.703 -0.884 1.46 0.80 -2.13
S -1.825 0.433 0.022 1.19 1.12 0.23
S 1.134 0.194 0.360 -2.67 -1.66 1.12
H 0.677 -2.094 -0.424 0.41 -1.50 -1.05
H -0.062 2.009 0.528 -0.69 1.36 -0.13
```
Forces are in eV/Å.

Properties
M   122.17 g mol⁻¹
Energy above the lowest of the compared OMol25 structures with the same formula, charge and spin   331.6 kJ/mol

Results of the Löwdin charge analysis, in e, for atoms 1 through 2: -0.242 -0.429

---

(20)
Molecular formula: CH2N2P2
Method: DFT, wB97M-V/def2-TZVPD

The geometry in XYZ format:
```
7
Properties=species:S:1:pos:R:3:forces:R:3
C -0.651 -0.145 1.011 1.12 -1.49 0.08
N -0.487 0.952 0.397 -0.58 0.53 0.05
N 0.964 -0.800 -0.800 0.63 0.07 -0.90
P 0.285 -1.688 0.303 -0.40 1.62 0.03
P 0.759 0.894 -0.771 0.01 -1.21 -0.61
H -1.081 -0.288 1.996 -0.75 0.62 0.00
H 0.211 1.075 -2.136 -0.05 -0.14 1.35
```
Forces are in eV/Å.

Properties
M   103.99 g mol⁻¹
Energy above the lowest of the compared OMol25 structures with the same formula, charge and spin   103.2 kJ/mol

Results of the Löwdin charge analysis, in e, for atoms 1 through 2: -0.489 -0.305

---

Across the entries above, maximum force takes the values 2.81; 3.14; 4.15; 2.81; 3.73; 2.00; 3.77; 3.28; 1.73; 4.24; 8.35; 3.30; 6.20; 3.59; 6.09; 3.67; 2.77; 7.87; 7.39; 1.87 eV/A, respectively.